# 1
66
Properties=species:S:1:pos:R:3:forces:R:3:nbo_charge:R:1 method="wB97M-V/def2-TZVPD" total_charge=+3 lumo_ev=-9.260 e_homo_ev=-16.43 multiplicity=1 e_tot_ev=-56310.14763 homo_lumo_gap_ev=7.17
Zr 0.004 -0.056 0.198 -0.2 0.1 -0.6 2.315
C 1.380 0.459 3.099 -0.2 0.0 0.0 -0.231
C 2.540 0.241 2.159 0.1 0.0 -0.2 -0.232
N 2.196 0.653 0.762 -0.1 0.1 0.3 -0.687
C 2.393 2.099 0.489 0.0 -0.1 0.0 -0.271
C 1.178 2.876 0.893 -0.1 -0.1 -0.1 0.237
C 1.236 4.194 1.288 0.0 0.1 0.0 -0.224
C 0.059 4.844 1.629 0.0 0.0 0.0 -0.062
C -1.139 4.149 1.574 0.0 0.1 0.0 -0.230
C -1.131 2.833 1.161 0.1 -0.1 -0.1 0.239
C -2.406 2.054 1.028 0.0 -0.2 0.0 -0.277
N -2.165 0.586 1.026 0.0 0.1 0.3 -0.697
C -2.306 -0.005 2.393 0.1 0.0 0.0 -0.234
C -1.082 0.297 3.226 0.2 0.0 0.0 -0.236
N 0.157 -0.206 2.555 0.1 -0.1 0.1 -0.729
N 0.011 2.198 0.817 -0.1 0.1 0.1 -0.629
H 1.151 1.518 3.205 0.0 0.0 0.0 0.220
H 1.620 0.081 4.094 0.0 0.0 0.0 0.248
H 2.804 -0.816 2.122 0.0 0.0 0.0 0.227
H 3.419 0.785 2.507 0.0 0.0 0.0 0.244
H 2.842 0.164 0.147 0.0 -0.1 -0.1 0.429
H 2.550 2.207 -0.587 0.0 0.0 0.0 0.257
H 3.288 2.475 0.987 0.0 0.0 0.0 0.245
H 2.191 4.702 1.334 0.0 0.0 0.0 0.265
H 0.078 5.879 1.948 0.0 0.0 0.0 0.270
H -2.073 4.624 1.847 0.0 0.0 0.0 0.264
H -2.890 2.319 0.087 0.0 0.0 0.0 0.258
H -3.107 2.324 1.820 0.0 0.0 0.0 0.247
H -2.898 0.175 0.457 0.0 0.0 0.0 0.418
H -2.443 -1.081 2.288 0.0 0.0 0.0 0.230
H -3.186 0.396 2.897 -0.1 0.0 0.0 0.244
H -1.182 -0.139 4.221 0.0 0.0 0.0 0.250
H -0.961 1.371 3.360 0.0 0.0 0.0 0.221
H 0.236 -1.201 2.773 0.0 0.0 0.0 0.414
Cl 5.750 -0.997 -4.358 0.0 0.0 0.0 0.115
C 4.267 -0.724 -3.549 0.0 0.0 0.0 -0.062
C 3.385 0.249 -4.026 -0.1 0.1 0.0 -0.117
C 2.170 0.487 -3.398 0.2 0.0 -0.1 -0.269
C 1.851 -0.233 -2.264 -0.4 -0.1 0.3 0.386
O 0.662 -0.047 -1.627 0.6 0.5 -0.2 -0.867
C 2.720 -1.223 -1.776 0.1 -0.3 0.2 -0.255
C 2.286 -2.127 -0.737 0.1 0.1 0.0 0.246
N 1.340 -1.892 0.115 -0.1 -0.3 0.2 -0.637
C 0.800 -3.004 0.844 0.1 0.2 -0.2 0.145
C 1.507 -3.986 1.472 0.0 -0.2 0.2 -0.205
C 0.825 -5.115 1.993 0.1 0.1 0.0 -0.169
C -0.521 -5.257 1.814 -0.1 0.0 0.0 -0.161
C -1.266 -4.250 1.144 -0.1 -0.2 0.1 -0.013
C -2.635 -4.373 0.818 0.0 -0.1 0.0 -0.053
C -3.248 -3.390 0.086 0.0 0.0 0.0 -0.256
C -2.525 -2.238 -0.238 0.0 0.0 0.0 0.102
N -1.257 -2.047 0.100 0.1 -0.1 0.1 -0.599
C -0.604 -3.090 0.721 -0.1 0.2 -0.1 0.102
C 3.927 -1.481 -2.448 0.0 0.0 0.0 -0.135
H 3.650 0.811 -4.912 0.0 0.0 0.0 0.266
H 1.478 1.216 -3.797 0.0 0.0 0.0 0.253
H 2.755 -3.111 -0.714 0.0 0.0 0.0 0.227
H 2.587 -3.924 1.553 0.0 0.0 0.0 0.246
H 1.391 -5.884 2.501 0.0 0.0 0.0 0.263
H -1.032 -6.146 2.162 0.0 0.0 0.0 0.258
H -3.179 -5.261 1.117 0.0 0.0 0.0 0.261
H -4.278 -3.479 -0.232 0.0 0.0 0.0 0.271
H -3.010 -1.449 -0.804 0.0 0.0 0.0 0.213
H 4.589 -2.267 -2.106 0.0 0.0 0.0 0.253
O -1.007 2.516 -2.420 -0.1 0.1 -0.2 -0.383
C -1.239 1.679 -1.716 -0.1 0.0 0.0 0.568

# 2
52
Properties=species:S:1:pos:R:3:forces:R:3:nbo_charge:R:1 method="wB97M-V/def2-TZVPD" total_charge=0 lumo_ev=-0.013 de_lowest_kj_mol=558.4 e_homo_ev=-9.74 multiplicity=1 e_tot_ev=-34836.67261 homo_lumo_gap_ev=9.73
C -1.645 2.290 -1.165 -0.6 1.8 2.8 0.564
N -1.432 2.406 0.182 -1.1 1.3 0.7 -0.639
C -0.944 0.067 1.126 2.7 2.0 2.6 -0.639
C -0.492 1.577 0.934 0.7 -2.6 -3.9 -0.050
C 0.960 1.434 0.015 -1.5 4.8 5.2 -0.072
O 1.768 0.670 0.846 -1.6 0.5 1.6 -0.818
O -1.287 1.368 -1.809 1.1 -2.2 -2.0 -0.656
H -2.166 3.142 -1.575 -0.5 0.5 -0.3 0.122
H -2.007 3.126 0.713 1.4 -1.3 -1.2 0.411
H -1.659 -0.168 1.907 -0.3 0.3 -0.1 0.199
H 0.009 -0.461 1.367 -1.2 0.5 0.2 0.241
H -1.183 -0.290 0.202 -1.1 -1.1 -2.5 0.196
H -0.268 2.131 1.791 0.5 0.4 1.5 0.222
H 0.939 1.015 -0.892 -0.9 -1.3 -3.0 0.196
H 1.234 2.626 -0.074 -0.1 -2.7 0.2 0.138
H 2.661 0.437 0.575 1.6 -0.1 -1.1 0.516
H 1.193 2.920 3.488 -0.1 0.7 0.5 0.479
H 0.088 2.413 4.317 0.1 1.7 -0.4 0.454
O 0.362 3.276 3.885 -0.5 -2.0 0.4 -0.974
H 0.623 -0.897 -2.668 -0.8 -2.6 -0.9 0.493
H 0.195 0.456 -2.374 -1.6 1.2 0.1 0.492
O 0.959 -0.044 -2.570 2.3 1.0 0.0 -0.996
H -4.159 -2.044 0.600 0.9 -2.0 -0.4 0.513
H -3.738 -3.568 0.497 -0.2 -3.6 2.5 0.473
O -3.754 -2.800 0.039 -0.5 5.1 -2.2 -0.999
H -2.913 -0.018 -0.598 0.0 1.3 0.4 0.475
H -4.080 -0.376 -1.201 -1.4 0.0 -0.7 0.473
O -3.786 0.414 -0.743 1.0 -1.5 0.4 -0.943
H 2.962 0.485 -2.263 -1.6 -1.9 -1.2 0.489
H 2.635 1.708 -1.518 -4.3 2.7 2.4 0.462
O 3.283 1.270 -1.914 6.1 -0.2 -2.0 -0.935
H -4.418 -0.227 1.368 0.3 1.1 -0.1 0.509
H -4.106 -0.989 2.714 0.7 0.4 1.1 0.492
O -4.497 -1.032 1.865 -1.2 -1.0 -1.0 -0.958
H -0.493 -2.743 -2.430 -0.6 -0.1 0.2 0.493
H -0.014 -3.281 -3.797 0.1 0.0 -0.2 0.475
O -0.042 -2.494 -3.253 0.7 0.1 -0.7 -1.008
H 2.619 -2.408 -1.305 0.1 -0.2 0.2 0.502
H 3.081 -3.348 -0.045 1.1 3.6 -2.9 0.513
O 3.375 -2.512 -0.707 -0.9 -3.8 2.2 -0.952
H 3.859 -1.142 -0.143 0.5 2.9 1.3 0.501
H 4.266 0.241 -0.685 0.3 1.2 -1.0 0.495
O 4.033 -0.102 0.159 0.0 -4.3 0.4 -0.997
H 1.541 -2.344 1.514 2.0 -0.6 3.8 0.469
H 1.356 -1.457 0.433 -0.2 0.5 -0.5 0.490
O 1.059 -2.313 0.755 -1.9 -0.1 -3.1 -0.957
H 3.214 2.470 2.947 2.5 1.7 -0.8 0.475
H 2.039 1.720 2.371 0.5 -0.6 -0.3 0.496
O 2.509 1.946 3.192 -2.3 -1.6 0.8 -0.946
H -0.537 -3.027 -0.493 1.9 -0.1 2.8 0.495
H -2.125 -2.755 -0.715 1.1 -0.3 0.2 0.526
O -1.220 -2.947 -1.090 -3.3 0.2 -1.9 -1.000

# 3
18
Properties=species:S:1:pos:R:3:forces:R:3:nbo_charge:R:1 method="wB97M-V/def2-TZVPD" total_charge=+1 lumo_ev="-5.125 / -4.282" de_lowest_kj_mol=413.0 e_homo_ev="-10.81 / -11.54" multiplicity=1 e_tot_ev=-17141.15785 homo_lumo_gap_ev="5.69 / 7.26"
C -1.263 -0.888 1.016 0.1 -3.1 2.2 -0.551
C -1.005 0.617 0.966 1.0 -2.8 1.3 -0.698
C -0.884 -1.629 -0.224 2.4 0.8 0.2 0.396
C 1.378 0.353 -0.558 -1.1 -0.7 0.9 -0.680
N 1.407 1.489 -1.487 2.7 1.5 -0.8 -0.702
O -0.360 -2.849 -0.378 -1.8 2.3 0.8 -0.550
P 0.843 0.630 1.116 0.6 -0.8 -0.7 0.611
H -0.619 -1.305 1.974 -1.7 0.6 -2.3 0.262
H -2.338 -1.265 1.192 1.0 1.0 0.0 0.294
H -1.467 1.070 0.191 -1.0 1.4 -3.3 0.214
H -1.555 1.018 1.752 -0.5 0.8 2.1 0.252
H -0.826 -0.942 -1.043 -0.3 -0.5 -1.3 0.204
H 1.866 -0.550 -0.841 0.6 0.0 -0.4 0.231
H 2.016 2.345 -1.086 -1.1 -2.2 -1.2 0.427
H 0.523 1.923 -1.622 -1.3 0.3 0.0 0.415
H 1.724 1.257 -2.487 -0.2 0.3 1.9 0.449
H -0.447 -3.237 0.503 0.4 -0.8 0.2 0.506
H 1.007 1.964 1.017 0.2 1.9 0.3 -0.078

# 4
88
Properties=species:S:1:pos:R:3:forces:R:3:lowdin_charge:R:1 method="wB97M-V/def2-TZVPD" total_charge=0 lumo_ev=0.414 e_homo_ev=-8.41 smiles="CCN[C@@](S)(CC[C@H](C)CCC=C(C)C)[C@@H](O[C@](CC=O)(COC)[C@@H](I)CC)C(F)(F)C(F)(F)C(F)(F)C(F)(F)F.CO" multiplicity=1 e_tot_ev=-81799.59565 homo_lumo_gap_ev=8.82
C 0.139 4.990 1.413 0.3 0.1 0.0 -0.099
C 0.448 3.605 1.946 0.2 0.0 0.2 -0.295
N -0.547 2.582 1.679 -0.1 0.3 -0.3 -0.040
C -0.487 1.658 0.572 0.1 0.1 0.0 -0.622
S 0.414 2.346 -0.860 0.2 -0.1 -0.1 0.936
C 0.292 0.378 0.916 0.4 0.0 -0.2 -0.182
C 1.581 0.475 1.738 0.2 -0.1 0.1 -0.137
C 2.898 0.126 1.035 0.1 0.0 0.4 -0.375
C 3.453 1.191 0.106 0.2 -0.3 -0.1 -0.078
C 2.817 -1.255 0.391 0.1 0.2 -0.5 -0.159
C 4.155 -2.007 0.302 -0.1 -0.1 0.2 -0.182
C 4.395 -2.757 -0.974 0.3 0.4 -1.4 -0.073
C 4.542 -2.263 -2.226 0.0 -0.5 1.2 -0.335
C 4.567 -0.799 -2.561 -0.1 -0.2 -0.1 -0.052
C 4.707 -3.184 -3.401 0.0 0.2 0.3 -0.074
C -1.932 1.193 0.089 0.1 -0.1 0.4 -0.167
O -2.345 0.050 0.819 -0.4 0.4 0.1 -0.163
C -2.554 -1.261 0.313 -0.1 -0.4 0.1 -0.454
C -1.281 -1.940 -0.215 -0.2 -0.3 -0.4 -0.074
C -0.741 -1.569 -1.574 1.7 -0.9 -0.9 -0.204
O 0.183 -2.205 -2.086 -1.6 1.0 0.9 0.045
C -3.689 -1.442 -0.691 0.0 0.6 -0.1 -0.162
O -3.574 -0.613 -1.827 0.2 0.2 0.1 -0.183
C -4.536 -0.952 -2.810 0.1 -0.2 -0.1 -0.067
C -2.932 -2.103 1.583 0.2 0.2 -0.3 -0.613
I -4.047 -0.988 3.041 0.0 0.0 0.0 0.972
C -3.573 -3.470 1.326 -0.1 -0.3 0.4 -0.304
C -5.098 -3.597 1.344 0.2 0.0 0.2 -0.151
C -3.069 2.234 0.329 -0.4 -0.2 0.2 -0.315
F -3.064 2.681 1.619 -0.7 -0.5 -0.7 0.112
F -4.281 1.613 0.113 0.7 0.2 0.1 0.110
C -3.154 3.530 -0.535 -0.4 0.5 0.4 -0.319
F -2.093 4.326 -0.253 -0.4 -0.2 -0.1 0.110
F -4.285 4.188 -0.138 0.7 -0.3 0.0 0.143
C -3.288 3.418 -2.073 -0.5 -0.4 -0.3 -0.319
F -2.363 2.570 -2.593 -0.5 0.3 0.2 0.133
F -4.539 2.952 -2.366 1.0 0.2 0.1 0.148
C -3.115 4.782 -2.806 0.2 0.6 -0.3 -0.477
F -1.842 5.241 -2.664 -1.2 -0.4 -0.4 0.152
F -3.370 4.577 -4.124 0.3 0.4 1.2 0.163
F -3.961 5.719 -2.322 0.7 -0.8 -0.6 0.172
H 0.891 5.673 1.802 0.1 0.2 0.1 0.074
H -0.834 5.340 1.736 -0.2 0.0 0.0 0.072
H 0.213 5.042 0.333 -0.1 0.0 -0.2 0.042
H 0.512 3.691 3.029 0.0 -0.1 0.2 0.118
H 1.452 3.324 1.631 0.1 -0.1 -0.2 0.077
H -0.858 2.119 2.513 -0.1 -0.1 0.2 0.129
H -0.366 3.391 -1.131 0.0 0.1 0.0 -0.137
H -0.399 -0.265 1.442 0.0 0.2 0.3 0.102
H 0.526 -0.147 -0.008 0.0 0.0 -0.1 0.079
H 1.695 1.414 2.270 -0.2 0.2 -0.1 0.097
H 1.501 -0.279 2.519 -0.1 -0.1 0.2 0.115
H 3.610 0.032 1.855 0.1 0.0 0.1 0.113
H 3.326 2.187 0.515 -0.1 0.2 0.0 0.066
H 4.522 1.033 -0.025 0.1 0.0 0.0 0.069
H 3.019 1.136 -0.888 -0.2 0.2 -0.1 0.041
H 2.106 -1.849 0.959 -0.1 -0.2 0.0 0.114
H 2.424 -1.161 -0.622 -0.2 0.0 -0.1 0.098
H 4.978 -1.336 0.545 0.1 0.2 -0.1 0.114
H 4.156 -2.749 1.095 0.1 0.0 0.2 0.091
H 4.467 -3.832 -0.866 -0.1 -0.1 -0.1 0.096
H 5.033 -0.657 -3.531 0.1 0.1 -0.1 0.072
H 3.560 -0.395 -2.647 -0.1 0.1 0.1 0.078
H 5.132 -0.226 -1.835 -0.1 0.1 0.2 0.069
H 5.585 -2.909 -3.981 0.2 0.0 -0.1 0.074
H 4.802 -4.213 -3.079 -0.1 -0.2 0.0 0.069
H 3.851 -3.083 -4.065 -0.2 -0.1 -0.1 0.082
H -1.865 0.989 -0.968 -0.2 -0.1 -0.3 0.107
H -1.511 -2.999 -0.303 0.0 -0.2 0.0 0.130
H -0.467 -1.888 0.499 0.0 -0.1 0.0 0.112
H -1.186 -0.727 -2.113 0.0 0.1 -0.1 0.121
H -4.645 -1.261 -0.203 -0.2 0.1 0.1 0.125
H -3.644 -2.470 -1.041 -0.2 -0.3 0.2 0.131
H -5.164 -1.778 -2.482 -0.1 -0.1 0.1 0.089
H -4.033 -1.249 -3.726 0.1 0.0 -0.2 0.093
H -5.178 -0.110 -3.011 -0.2 0.4 -0.1 0.085
H -1.990 -2.284 2.085 0.1 0.1 0.2 0.073
H -3.189 -3.891 0.402 0.1 0.0 -0.2 0.094
H -3.198 -4.126 2.107 0.1 -0.1 0.1 0.110
H -5.602 -2.695 1.026 -0.2 0.1 -0.3 0.039
H -5.432 -3.792 2.357 -0.1 0.0 0.2 0.055
H -5.403 -4.441 0.737 -0.1 -0.1 -0.2 0.075
C 5.695 -2.370 3.851 -0.1 0.1 0.0 -0.148
O 4.631 -1.461 3.586 0.1 -0.2 0.0 -0.130
H 5.796 -3.002 2.973 0.0 0.0 0.0 0.070
H 6.641 -1.848 4.016 0.0 0.0 0.0 0.078
H 5.480 -3.004 4.716 0.0 0.0 0.0 0.077
H 4.527 -0.892 4.350 0.0 0.1 0.1 0.075

# 5
12
Properties=species:S:1:pos:R:3:forces:R:3:nbo_charge:R:1 method="wB97M-V/def2-TZVPD" total_charge=0 lumo_ev=0.910 de_lowest_kj_mol=188.5 e_homo_ev=-10.41 smiles="O=CNCC(F)F" multiplicity=1 e_tot_ev=-12162.93193 homo_lumo_gap_ev=11.32
O -0.014 -2.873 0.723 1.7 3.1 -0.2 -0.558
C 0.485 -1.859 0.219 -0.7 -0.4 -1.7 0.533
N 0.875 -0.573 0.857 -3.1 -2.8 -1.2 -0.649
C 0.536 0.720 0.033 0.6 0.8 0.7 -0.304
C -0.879 1.171 -0.463 -2.0 -2.1 2.7 0.551
F -1.299 0.368 -1.549 0.7 1.4 1.3 -0.359
F -0.853 2.498 -0.849 0.0 -1.8 0.4 -0.331
H 0.591 -1.820 -0.912 0.2 0.0 1.0 0.113
H 0.308 -0.865 1.704 0.7 2.2 -0.2 0.399
H 1.010 0.759 -0.989 0.8 -0.5 1.5 0.231
H 0.898 1.534 0.773 -0.4 -1.1 -1.8 0.240
H -1.659 0.938 0.452 1.4 1.2 -2.5 0.135

# 6
23
Properties=species:S:1:pos:R:3:forces:R:3:nbo_charge:R:1 method="wB97M-V/def2-TZVPD" total_charge=0 lumo_ev="-1.622 / -1.653" de_lowest_kj_mol=384.7 e_homo_ev="-8.31 / -8.25" smiles="C/C=C/c1ccc(C)cn1.O=S" multiplicity=1 e_tot_ev=-23880.46806 homo_lumo_gap_ev="6.69 / 6.60"
C -3.945 1.733 -0.524 -0.1 -3.6 0.6 -0.657
C -2.599 1.047 -0.605 0.1 -2.7 -0.8 -0.116
C -1.925 0.640 0.497 -0.6 2.0 -0.9 -0.266
C -0.574 0.025 0.385 0.0 -0.6 0.1 0.148
C 0.269 -0.188 1.455 0.2 0.6 0.3 -0.205
C 1.459 -0.921 1.261 -2.2 0.2 -1.2 -0.200
C 1.806 -1.387 0.017 0.4 -0.1 -1.1 -0.045
C 3.219 -2.061 -0.099 -1.5 3.8 2.2 -0.619
C 0.898 -1.032 -1.081 2.6 -0.6 2.3 0.053
N -0.197 -0.403 -0.836 -1.6 0.6 -0.8 -0.431
H -4.815 1.128 -0.896 1.1 0.3 -0.6 0.218
H -3.845 2.605 -1.064 -0.5 2.4 -0.6 0.222
H -4.232 1.683 0.512 0.1 1.4 0.7 0.213
H -2.245 0.589 -1.604 -0.4 1.3 1.5 0.222
H -2.383 1.069 1.426 1.1 -0.9 -0.4 0.206
H 0.040 0.331 2.394 0.1 -0.7 -0.2 0.217
H 1.946 -1.305 2.092 1.3 -0.1 1.5 0.207
H 3.490 -2.487 0.900 0.2 0.5 -1.1 0.221
H 3.290 -2.713 -0.851 -0.1 -3.1 -2.6 0.209
H 3.862 -1.231 -0.494 0.0 -0.6 1.1 0.214
H 1.181 -1.227 -2.110 -0.2 -0.2 -0.1 0.186
O 2.343 2.377 0.238 1.1 -1.2 -2.3 -0.640
S 2.955 1.729 -1.014 -1.2 1.2 2.3 0.641

Number 1: largest force on an atom 0.0155 hartree/bohr. Number 2: largest force on an atom 0.1407 hartree/bohr. Number 3: largest force on an atom 0.0743 hartree/bohr. Number 4: largest force on an atom 0.0412 hartree/bohr. Number 5: largest force on an atom 0.0847 hartree/bohr. Number 6: largest force on an atom 0.0902 hartree/bohr.